[1]
The following is a DFT calculation (the ωB97M-V functional and the def2-TZVPD basis) of C6H8 in the gas phase in a non-equilibrium geometry.

The geometry in XYZ format:
```
14
Properties=species:S:1:pos:R:3:forces:R:3
C -2.229 -0.109 -0.359 0.7 -0.5 -1.0
C -1.729 -0.624 0.877 -1.8 -0.8 -1.2
C 2.290 0.812 -0.010 0.0 -0.6 -0.7
C -0.637 0.224 0.222 1.1 -1.6 1.4
C 1.620 -0.086 -0.752 0.6 0.4 -0.5
C 0.271 -0.520 -0.528 -2.0 1.7 0.4
H -2.606 0.797 -0.802 -0.1 0.5 0.8
H -2.107 -0.364 1.866 0.6 0.7 0.0
H -1.613 -1.710 0.789 0.2 0.0 0.5
H 1.931 1.246 0.909 -0.2 0.1 0.0
H 3.266 1.123 -0.359 0.1 0.0 0.2
H 2.095 -0.519 -1.628 0.2 0.2 0.1
H -0.237 -1.284 -1.107 0.5 -0.5 0.2
H -0.314 1.014 0.880 -0.1 0.5 -0.3
```
Forces are in eV/Å.

Results
lowest unoccupied orbital energy	-0.905	eV
ΔE to the lowest compared entry with this formula, charge and spin	124.7	kcal per mole
DFT total energy	-6345.3765	eV
spin multiplicity	1

***

[2]
The following is a DFT calculation (the ωB97M-V functional and the def2-TZVPD basis) of C6H8 in the gas phase in a non-equilibrium geometry.

The geometry in XYZ format:
```
14
Properties=species:S:1:pos:R:3:forces:R:3
C 0.445 1.569 0.132 -0.5 -3.9 0.2
C 0.833 0.285 0.115 -1.1 1.5 -0.7
C -1.645 0.050 0.092 1.4 0.4 -0.4
C -2.921 0.171 -0.139 -0.7 -1.2 -0.8
C -0.317 -0.695 0.219 -0.6 0.2 -0.5
C 2.230 -0.266 -0.145 -0.1 1.4 -2.0
H 1.108 2.339 0.158 1.3 2.8 -0.1
H -3.544 -0.672 -0.646 1.0 1.4 0.9
H -3.451 1.101 0.119 0.2 -0.5 -0.2
H -0.091 -1.554 -0.477 -0.9 0.4 0.8
H -0.422 -0.976 1.264 0.6 -0.9 0.1
H 2.270 -0.729 -1.176 -0.1 0.4 1.0
H 2.376 -1.017 0.543 0.5 -2.0 1.5
H 3.129 0.392 -0.058 -1.2 0.0 -0.1
```
Forces are in eV/Å.

Results
lowest unoccupied orbital energy (spin up / spin down)	-0.042 / 0.462	eV
ΔE to the lowest compared entry with this formula, charge and spin	128.0	kcal per mole
DFT total energy	-6345.2316	eV
spin multiplicity	1

***

[3]
The following is a DFT calculation (the ωB97M-V functional and the def2-TZVPD basis) of C6H8 in the gas phase.

The geometry in XYZ format:
```
14
Properties=species:S:1:pos:R:3:forces:R:3
C 2.637 -1.364 -0.386 -0.1 0.1 0.1
C 1.800 -0.769 0.238 0.2 -0.1 -0.2
C 0.760 0.042 0.874 0.0 0.0 0.0
C -0.228 0.601 -0.137 0.1 0.2 0.0
C -1.659 0.763 0.278 -0.1 0.1 0.1
C -1.311 -0.143 -0.870 0.0 -0.1 -0.1
H 3.372 -1.878 -0.963 -0.1 0.0 0.2
H 0.252 -0.507 1.677 0.1 -0.1 -0.3
H 1.235 0.906 1.358 0.0 -0.2 0.0
H 0.230 1.374 -0.748 -0.2 0.1 0.2
H -2.196 1.692 0.117 0.1 -0.1 -0.1
H -1.913 0.256 1.206 0.0 0.2 -0.1
H -1.466 -1.215 -0.778 0.2 0.2 0.2
H -1.513 0.244 -1.866 0.0 -0.2 0.2
```
Forces are in eV/Å.

Results
lowest unoccupied orbital energy	1.169	eV
SMILES string	C#CCC1CC1
ΔE to the lowest compared entry with this formula, charge and spin	43.8	kcal per mole
DFT total energy	-6348.8832	eV
spin multiplicity	1

***

Look up the ΔE to the lowest compared entry with this formula, charge and spin of the first one. 124.7 kcal per mole

***

Look up the DFT total energy of the third one. -6348.8832 eV

***

What did the second record say?
The following is a DFT calculation (the ωB97M-V functional and the def2-TZVPD basis) of C6H8 in the gas phase in a non-equilibrium geometry.

The geometry in XYZ format:
```
14
Properties=species:S:1:pos:R:3:forces:R:3
C 0.445 1.569 0.132 -0.5 -3.9 0.2
C 0.833 0.285 0.115 -1.1 1.5 -0.7
C -1.645 0.050 0.092 1.4 0.4 -0.4
C -2.921 0.171 -0.139 -0.7 -1.2 -0.8
C -0.317 -0.695 0.219 -0.6 0.2 -0.5
C 2.230 -0.266 -0.145 -0.1 1.4 -2.0
H 1.108 2.339 0.158 1.3 2.8 -0.1
H -3.544 -0.672 -0.646 1.0 1.4 0.9
H -3.451 1.101 0.119 0.2 -0.5 -0.2
H -0.091 -1.554 -0.477 -0.9 0.4 0.8
H -0.422 -0.976 1.264 0.6 -0.9 0.1
H 2.270 -0.729 -1.176 -0.1 0.4 1.0
H 2.376 -1.017 0.543 0.5 -2.0 1.5
H 3.129 0.392 -0.058 -1.2 0.0 -0.1
```
Forces are in eV/Å.

Results
lowest unoccupied orbital energy (spin up / spin down)	-0.042 / 0.462	eV
ΔE to the lowest compared entry with this formula, charge and spin	128.0	kcal per mole
DFT total energy	-6345.2316	eV
spin multiplicity	1